A molecular structure, C37H39ClHfN7O6 in a non-equilibrium geometry. Source: the OMol25 dataset; level of theory: ωB97M-V/def2-TZVPD.

Geometry as XYZ:
```
91
Properties=species:S:1:pos:R:3:lowdin_charge:R:1
Hf -1.344 -0.935 -1.429 1.753
C 1.108 5.695 1.076 -0.003
C 0.997 4.172 0.991 -0.277
C 1.850 2.163 1.194 -0.101
C 1.036 1.013 0.652 -0.058
C 1.292 -0.253 0.988 -0.012
N 0.843 -1.473 0.234 -0.063
C 0.921 -2.678 1.050 -0.225
C 1.224 -3.955 0.261 -0.159
C 0.963 -5.263 0.962 -0.088
N -0.463 -5.284 1.556 0.107
C -1.544 -5.004 0.942 0.030
C -1.710 -5.058 -0.558 -0.091
C -1.450 -6.257 -1.404 0.048
C -1.763 -6.162 -2.726 -0.275
C -1.346 -7.177 -3.752 -0.023
C -2.638 -5.124 -3.087 0.026
C -2.864 -4.019 -2.304 -0.166
C -3.686 -2.996 -2.827 -0.070
N -3.442 -1.747 -2.658 -0.002
C -4.368 -0.847 -3.271 -0.194
C -3.510 0.153 -4.018 -0.198
C -3.070 1.362 -3.281 -0.182
N -2.375 1.018 -2.026 -0.038
C -2.243 1.934 -1.169 -0.033
C -1.397 1.590 0.002 -0.429
C -0.320 3.628 0.262 -0.138
C 0.061 1.405 -0.516 -0.382
O 0.085 0.450 -1.500 -0.253
C -2.177 -3.824 -1.070 -0.372
O -2.093 -2.727 -0.412 -0.154
H 2.129 5.885 1.440 0.082
H 0.350 6.292 1.664 0.105
H 1.094 6.104 0.049 0.088
H 2.877 1.833 1.476 0.147
H 1.990 -0.444 1.824 0.128
H 1.540 -1.592 -0.498 0.115
H 0.004 -2.706 1.600 0.100
H 1.674 -2.533 1.870 0.127
H 2.243 -3.965 -0.282 0.170
H 0.537 -3.941 -0.577 0.071
H 1.560 -5.471 1.845 0.125
H 1.041 -6.113 0.273 0.124
H -0.489 -5.246 2.582 0.174
H -2.413 -4.828 1.590 0.165
H -0.864 -7.121 -0.983 0.140
H -2.088 -7.950 -3.926 0.095
H -0.474 -7.661 -3.373 0.069
H -1.002 -6.617 -4.592 0.080
H -3.167 -5.110 -4.050 0.146
H -4.494 -3.385 -3.490 0.159
H -4.933 -0.367 -2.528 0.116
H -4.986 -1.327 -4.005 0.117
H -4.076 0.447 -4.912 0.130
H -2.626 -0.336 -4.436 0.095
H -3.951 1.978 -3.120 0.127
H -2.308 1.953 -3.840 0.150
H -2.520 2.967 -1.497 0.176
H -0.823 4.502 -0.101 0.139
O 1.473 -2.085 -4.186 -0.222
Cl 0.119 -2.158 -3.792 0.752
O -0.539 -3.169 -4.534 -0.252
O 0.106 -2.480 -2.346 -0.438
O -0.667 -0.909 -3.688 -0.403
C -1.885 0.201 0.450 -0.156
H -1.382 -0.091 1.335 0.038
H -2.966 0.264 0.719 0.082
N 2.240 4.556 4.077 0.181
C 3.448 5.059 4.447 -0.241
C 3.802 5.969 5.450 -0.012
C 5.148 6.262 5.536 -0.106
C 6.137 5.682 4.702 -0.064
C 5.713 4.786 3.676 0.016
C 4.326 4.538 3.592 -0.227
N 3.656 3.721 2.650 0.194
C 2.405 3.767 2.985 -0.291
C 1.237 3.275 2.210 -0.249
C 1.862 3.206 0.068 -0.050
C 0.517 2.889 -0.782 -0.039
N -1.243 2.695 0.900 -0.012
C -1.102 2.484 2.257 -0.058
C 0.037 2.849 2.933 0.006
H 1.357 4.760 4.470 0.150
H 3.063 6.645 6.046 0.144
H 5.599 6.880 6.251 0.081
H 7.191 5.771 4.840 0.089
H 6.432 4.298 3.065 0.094
H 2.860 3.497 -0.369 0.164
H 0.600 3.211 -1.831 0.157
H -2.002 2.126 2.768 0.128
H 0.058 2.451 3.933 0.105
```

Results
- calculated total energy (hartree) = -2775.7960
- charge = +1
- molar mass (g/mol) = 891.71
- HOMO (hartree) = -0.3592
- LUMO level (eV) = -3.50